{
  "formula": "C16H30BFNO8S",
  "method": "ωB97M-V with the def2-TZVPD basis set",
  "elements": ["C", "C", "S", "C", "C", "C", "C", "B", "O", "O", "C", "O", "O", "C", "O", "H", "H", "H", "H", "H", "H", "H", "H", "H", "H", "H", "F", "O", "C", "O", "C", "C", "C", "H", "H", "H", "H", "H", "H", "H", "H", "C", "C", "C", "O", "C", "N", "H", "H", "H", "H", "H", "H", "H", "H", "H", "H", "H"],
  "xyz": [[-2.39021, 4.41640, 2.24326], [-0.78544, 4.26324, 1.93103], [-0.24756, 5.75599, 0.93542], [0.11173, 5.33132, -0.85319], [0.53761, 3.77210, -1.12747], [-0.24891, 2.51299, -1.22961], [-1.87777, 2.37692, -1.07390], [-2.23832, 1.25344, 0.07172], [-1.14131, 0.72634, 0.95696], [-3.63440, 0.77228, 0.29117], [0.77724, 1.23995, -1.58103], [0.31875, 0.02336, -1.91410], [2.18595, 1.71093, -1.48958], [2.04102, 3.18894, -1.42914], [3.14055, 3.93038, -1.67076], [-2.77376, 5.52287, 2.04154], [-3.08144, 3.67894, 1.65323], [-2.60431, 4.22083, 3.39418], [-0.46251, 3.22875, 1.48865], [-0.23593, 4.35078, 2.98712], [1.05317, 5.99224, -1.17205], [-0.74239, 5.62867, -1.61407], [-2.40641, 3.41404, -0.93866], [-2.27197, 1.94776, -2.11536], [-1.33449, -0.23648, 1.19725], [-3.93802, 0.23644, -0.49968], [-4.11174, -1.16325, -1.83968], [-0.17383, 1.69640, 5.06570], [0.51943, 0.75412, 4.69324], [0.60130, -0.37344, 5.43424], [1.21126, -1.59922, 4.99216], [2.70200, -1.59119, 5.27049], [1.36650, 0.86980, 3.46020], [0.97964, -1.80034, 3.94226], [0.74359, -2.40352, 5.57056], [3.20919, -0.79581, 4.71781], [3.15095, -2.54836, 4.98874], [2.89206, -1.41129, 6.33263], [2.32693, 1.32276, 3.72088], [0.84884, 1.51474, 2.74192], [1.53024, -0.07899, 2.94976], [0.89474, -4.86633, -5.05172], [1.06086, -3.59805, -4.21921], [0.84123, -3.82250, -2.70502], [-0.53217, -3.93358, -2.32117], [-1.08548, -5.22948, -2.49315], [0.16436, -2.55881, -4.74668], [-0.15279, -5.15727, -5.17246], [1.29972, -4.71642, -6.05893], [1.43387, -5.70614, -4.59998], [2.09534, -3.25892, -4.35384], [1.22256, -2.93952, -2.17678], [1.42028, -4.67674, -2.33549], [-0.35499, -6.02035, -2.29826], [-1.49831, -5.33103, -3.49773], [-1.91221, -5.34185, -1.78520], [0.34435, -1.68781, -4.24543], [-0.78856, -2.80703, -4.46275]],
  "mulliken_charge": [-0.88, 0.51, -0.19, -0.55, -0.04, 0.67, -0.57, 0.45, -0.44, -0.67, 0.30, -0.47, -0.27, 0.33, -0.59, 0.30, 0.20, 0.27, -0.55, 0.29, 0.32, 0.33, 0.25, 0.38, 0.24, 0.35, -0.94, -0.60, 0.74, -0.37, -0.31, -0.93, -0.34, 0.29, 0.31, 0.27, 0.35, 0.28, 0.31, -0.31, 0.29, -1.44, 0.37, -0.62, -0.27, -0.73, -0.77, 0.28, 0.37, 0.34, 0.36, 0.28, 0.42, 0.33, 0.23, 0.23, 0.27, 0.37],
  "gap_ev": 5.62,
  "max_force_ev_per_a": 9.4,
  "e_homo_ha": -0.171,
  "charge": -1,
  "lumo_ha": 0.03576
}

***

{
  "formula": "C17H54N2O11",
  "method": "ωB97M-V with the def2-TZVPD basis set",
  "elements": ["C", "O", "H", "H", "H", "H", "C", "O", "H", "H", "H", "H", "C", "O", "H", "H", "H", "H", "C", "O", "H", "H", "H", "H", "C", "O", "H", "H", "H", "H", "C", "C", "C", "O", "C", "N", "H", "H", "H", "H", "H", "H", "H", "H", "H", "H", "H", "C", "C", "C", "O", "C", "N", "H", "H", "H", "H", "H", "H", "H", "H", "H", "H", "H", "C", "C", "O", "O", "H", "H", "H", "H", "H", "H", "C", "C", "O", "O", "H", "H", "H", "H", "H", "H"],
  "xyz": [[-0.72500, -10.18888, 3.06407], [0.10521, -10.50523, 1.95923], [-0.75848, -11.06619, 3.72241], [-0.46990, -9.27441, 3.58385], [-1.76981, -10.17908, 2.72870], [-0.03278, -11.41465, 1.66303], [-4.27956, -10.63214, -1.90786], [-3.19124, -9.98821, -1.32755], [-4.42950, -11.63221, -1.50094], [-5.21293, -10.09565, -1.68465], [-4.24636, -10.71660, -3.00021], [-2.92969, -9.15553, -1.72036], [1.50955, -7.98612, -0.40774], [1.22236, -7.91444, 0.96354], [2.24215, -8.70936, -0.77616], [0.59131, -8.05829, -1.00544], [1.96161, -7.08119, -0.83145], [0.99767, -8.82433, 1.20283], [1.16605, -14.96191, -5.72096], [0.30760, -13.91405, -5.32808], [1.07701, -15.40007, -6.71456], [2.20396, -14.73416, -5.47333], [0.93129, -15.80659, -5.06020], [-0.17965, -13.50985, -6.06937], [4.05005, -9.79538, 2.14296], [3.75176, -9.94885, 0.77820], [4.76934, -8.99103, 2.27312], [3.14813, -9.56577, 2.72568], [4.40645, -10.70102, 2.65257], [3.00704, -10.55192, 0.69900], [-1.73503, -11.37955, -7.09042], [-2.17413, -12.84564, -7.05100], [-3.59582, -13.05252, -7.53942], [-4.52244, -12.54533, -6.56842], [-4.73655, -13.54230, -5.57317], [-1.18876, -13.66474, -7.74931], [-2.60065, -10.70923, -7.07285], [-1.30022, -11.08278, -8.05031], [-1.07731, -11.06079, -6.28381], [-2.08582, -13.06136, -5.98151], [-3.84655, -14.07020, -7.86109], [-3.81517, -12.51522, -8.46948], [-3.88021, -14.14465, -5.27253], [-5.56470, -14.18359, -5.89368], [-5.15904, -13.09414, -4.67136], [-1.40179, -13.62461, -8.74310], [-1.22316, -14.65806, -7.53882], [-0.82505, -17.85206, -1.87630], [-0.41286, -16.98893, -0.71090], [1.03147, -16.48807, -0.97567], [1.49412, -15.67219, 0.10560], [2.77971, -15.15153, -0.18287], [-1.37161, -15.91720, -0.46206], [-0.78491, -17.24099, -2.79485], [-1.85911, -18.18837, -1.92594], [-0.10185, -18.63471, -2.11112], [-0.61594, -17.63536, 0.14858], [0.94002, -15.75615, -1.78957], [1.70191, -17.31658, -1.21526], [3.29094, -14.83789, 0.72527], [2.78350, -14.27399, -0.84008], [3.34042, -15.91504, -0.72846], [-1.09096, -15.41290, 0.37017], [-1.20890, -15.13147, -1.09685], [0.28328, -13.91365, 2.82676], [-0.12950, -15.36762, 3.15130], [0.74358, -16.32998, 2.56760], [-0.39565, -13.33729, 1.69537], [1.35960, -13.80863, 2.72605], [-0.06096, -13.33676, 3.69344], [-1.17502, -15.53824, 2.87017], [-0.05739, -15.45673, 4.23626], [1.04672, -15.99129, 1.67999], [-1.33215, -13.37868, 1.92852], [0.48388, -12.27823, -2.20624], [-0.98534, -12.63542, -2.23997], [-1.12668, -13.87994, -2.92162], [1.04666, -11.95984, -3.48140], [1.08595, -13.13642, -1.88479], [0.72476, -11.39304, -1.61324], [-1.60615, -11.93321, -2.80520], [-1.27375, -12.65144, -1.18729], [-0.78160, -13.77157, -3.81760], [0.86275, -12.57920, -4.20509]],
  "mulliken_charge": [-0.71, -0.29, 0.23, 0.30, 0.27, 0.31, -0.64, -0.46, 0.23, 0.37, 0.24, 0.27, -0.47, -0.49, 0.20, 0.20, 0.30, 0.27, -0.87, -0.59, 0.32, 0.32, 0.25, 0.46, -0.56, -0.44, 0.28, 0.20, 0.27, 0.23, -1.33, 1.69, -1.02, -0.35, -0.71, -0.71, 0.41, 0.38, 0.19, -0.63, 0.37, 0.41, 0.31, 0.29, 0.23, 0.28, 0.15, -1.55, 0.59, -0.47, -0.24, -0.88, -0.73, 0.14, 0.39, 0.40, 0.40, 0.08, 0.50, 0.33, 0.22, 0.35, 0.33, 0.06, -0.54, -0.48, -0.60, -0.53, 0.32, 0.31, 0.26, 0.41, 0.49, 0.31, -0.04, -0.02, -0.55, -0.68, -0.02, 0.35, 0.08, 0.26, 0.33, 0.45],
  "gap_ev": 9.81,
  "max_force_ev_per_a": 2.4,
  "e_homo_ha": -0.343,
  "smiles": "COC[C@H](C)N.COC[C@H](C)N.OCCO.OCCO.CO.CO.CO.CO.CO",
  "lumo_ha": 0.01757
}

***

{
  "formula": "C2F4",
  "method": "ωB97M-V with the def2-TZVPD basis set",
  "elements": ["C", "C", "F", "F", "F", "F"],
  "xyz": [[0.87711, -0.35537, -0.51217], [-0.84107, 0.38208, 0.49974], [1.88947, -0.77497, 0.18425], [0.62042, -1.14735, -1.51249], [-1.88123, 0.74367, -0.19039], [-0.66469, 1.15195, 1.53105]],
  "mulliken_charge": [0.23, 0.24, -0.12, -0.12, -0.11, -0.12],
  "gap_ev": 8.58,
  "max_force_ev_per_a": 4.0,
  "e_homo_ha": -0.317,
  "lumo_ha": -0.00124
}

***

{
  "formula": "C4H9N3",
  "method": "ωB97M-V with the def2-TZVPD basis set",
  "elements": ["C", "C", "C", "C", "N", "N", "N", "H", "H", "H", "H", "H", "H", "H", "H", "H"],
  "xyz": [[-1.93354, -0.61665, -0.44824], [-0.90135, 0.14740, -0.08482], [-1.12601, 1.60620, 0.02878], [0.97896, -1.70801, 0.15292], [2.63225, 0.54759, 0.31799], [1.34683, 0.70722, 0.16800], [0.54482, -0.32587, 0.07678], [-1.73202, -1.60536, -0.65962], [-2.88282, -0.19871, -0.41365], [-0.60126, 2.07977, 0.82750], [-2.18632, 1.73609, 0.09677], [-0.64203, 2.15179, -0.92651], [2.11035, -1.58483, 0.28481], [0.62288, -2.27926, 1.00475], [0.88949, -2.22135, -0.89393], [2.87977, 1.56396, 0.46847]],
  "mulliken_charge": [-1.15, 0.75, -1.12, -0.86, -0.87, 0.09, 0.38, 0.34, 0.30, 0.33, 0.39, 0.21, 0.36, 0.29, 0.29, 0.26],
  "gap_ev": 9.65,
  "max_force_ev_per_a": 3.3,
  "e_homo_ha": -0.318,
  "smiles": "[H]/N=N/N(C)C(=C)C",
  "lumo_ha": 0.03705
}

***

{
  "formula": "C6H10O",
  "method": "ωB97M-V with the def2-TZVPD basis set",
  "elements": ["C", "C", "C", "C", "O", "C", "C", "H", "H", "H", "H", "H", "H", "H", "H", "H", "H"],
  "xyz": [[2.73332, 0.29980, 0.84630], [1.50056, -0.57246, 0.75148], [-2.14080, 0.78966, -1.62546], [-2.08838, -0.04347, -0.59110], [-3.13760, -0.52547, 0.16915], [-0.82902, -0.52078, 0.03895], [0.28228, 0.22189, 0.23818], [3.08778, 0.65267, -0.13427], [2.57728, 1.25261, 1.36049], [3.59814, -0.19033, 1.29245], [1.18512, -1.08086, 1.67024], [1.64690, -1.36596, 0.01035], [-3.08477, 1.19845, -1.93370], [-1.19476, 1.00382, -2.09048], [-3.84119, -0.80863, -0.42366], [-0.65263, -1.59366, -0.01461], [0.35778, 1.28273, 0.43567]],
  "mulliken_charge": [-1.30, -0.28, -0.96, 0.34, -0.49, -0.22, -0.23, 0.32, 0.33, 0.35, 0.32, 0.26, 0.31, 0.31, 0.34, 0.25, 0.34],
  "gap_ev": 9.71,
  "max_force_ev_per_a": 2.7,
  "e_homo_ha": -0.325,
  "smiles": "C=C(O)/C=C/CC",
  "lumo_ha": 0.03165
}

***

{
  "formula": "C21H46F4N2O6PS",
  "method": "ωB97M-V with the def2-TZVPD basis set",
  "elements": ["C", "C", "O", "O", "C", "C", "P", "C", "F", "F", "C", "F", "F", "S", "C", "O", "O", "O", "C", "C", "O", "H", "H", "H", "H", "H", "H", "H", "H", "H", "H", "H", "H", "H", "H", "H", "H", "C", "C", "N", "C", "C", "C", "C", "H", "H", "H", "H", "H", "H", "H", "H", "H", "H", "H", "H", "H", "H", "H", "C", "C", "N", "C", "C", "C", "C", "H", "H", "H", "H", "H", "H", "H", "H", "H", "H", "H", "H", "H", "H", "H"],
  "xyz": [[8.14097, -0.60975, -1.76605], [7.23591, -1.27486, -2.83727], [7.69194, -2.23376, -3.43604], [5.99136, -0.82128, -3.18901], [5.17076, -0.42811, -2.00693], [3.75550, -0.12586, -2.57940], [2.47187, 0.52702, -1.32181], [2.92822, 2.32486, -1.77185], [4.30906, 2.57543, -1.89331], [2.42579, 2.58912, -3.05414], [2.39297, 3.49239, -0.89409], [1.02195, 3.63554, -0.92283], [2.90299, 3.52142, 0.39309], [1.64506, -1.57026, -1.27700], [2.88745, -2.82899, -0.76365], [1.03146, -1.92816, -2.59814], [0.53087, -1.71326, -0.27869], [3.63306, 0.29114, -0.07513], [3.09306, 0.18186, 1.24150], [1.67600, 0.87017, 1.21179], [1.25711, 0.90245, -0.14814], [7.62402, 0.08575, -1.06938], [8.93332, -0.02745, -2.30361], [8.67574, -1.37780, -1.15741], [5.21596, -1.30495, -1.32283], [5.68627, 0.47115, -1.59566], [3.91974, 0.58241, -3.43400], [3.42576, -1.07737, -3.07670], [1.39976, 0.70301, -2.27010], [2.77973, 4.43754, -1.36834], [3.66067, -2.42500, -0.07263], [2.31336, -3.60026, -0.18890], [3.29638, -3.33374, -1.66759], [3.76724, 0.57786, 2.03636], [2.94340, -0.91126, 1.45084], [0.96970, 0.20023, 1.77656], [1.57558, 1.85020, 1.74305], [-4.11686, 3.87579, 4.42861], [-3.22920, 4.46802, 3.34114], [-2.02367, 3.69586, 3.09232], [-1.04675, 4.39904, 2.26961], [-1.43380, 4.72887, 0.82770], [-2.21869, 2.28855, 2.76464], [-3.08220, 1.94969, 1.54768], [-3.55861, 3.73066, 5.35624], [-4.94699, 4.55478, 4.63829], [-4.54889, 2.91875, 4.12891], [-2.93743, 5.47038, 3.67031], [-3.82908, 4.60109, 2.42935], [-0.11214, 3.82968, 2.26157], [-0.79788, 5.33869, 2.77690], [-1.40576, 3.84629, 0.19045], [-0.71711, 5.44156, 0.41090], [-2.42315, 5.18562, 0.75416], [-2.65535, 1.79356, 3.63836], [-1.24132, 1.81116, 2.64708], [-4.00226, 2.53776, 1.51124], [-3.37334, 0.89649, 1.58810], [-2.54112, 2.09188, 0.61332], [-5.26790, -3.37272, 1.28783], [-4.37914, -2.82611, 0.17669], [-3.19230, -3.62717, -0.06478], [-2.20636, -2.95961, -0.91691], [-2.60489, -2.65891, -2.36191], [-3.41999, -5.03346, -0.35327], [-4.30611, -5.38462, -1.55230], [-4.70288, -3.50587, 2.21325], [-6.08199, -2.67172, 1.48868], [-5.72289, -4.32841, 1.01702], [-4.06369, -1.82261, 0.47734], [-4.98618, -2.70329, -0.73256], [-1.28253, -3.54169, -0.92115], [-1.93528, -2.01553, -0.43814], [-2.60002, -3.55669, -2.98157], [-1.87956, -1.96841, -2.79966], [-3.58834, -2.18748, -2.43476], [-3.85769, -5.49846, 0.53728], [-2.45376, -5.53372, -0.46919], [-5.21344, -4.77827, -1.59273], [-4.61978, -6.43099, -1.48241], [-3.77365, -5.27586, -2.49619]],
  "mulliken_charge": [-0.75, 0.60, -0.60, -0.33, -0.03, -1.43, 0.19, 0.79, -0.34, -0.33, -0.16, -0.22, -0.28, 1.33, -1.10, -0.79, -0.69, -0.40, -0.50, -0.10, -0.57, 0.31, 0.25, 0.26, 0.31, 0.15, 0.40, 0.58, 0.39, 0.26, 0.22, 0.38, 0.31, 0.28, 0.23, 0.34, -0.02, -1.43, -0.33, 0.16, -0.50, -0.93, -0.66, -0.53, 0.33, 0.44, 0.29, 0.45, 0.26, 0.16, 0.35, 0.09, 0.41, 0.36, 0.37, 0.13, 0.30, 0.10, 0.22, -1.49, -0.11, 0.24, -0.47, -1.12, -0.67, -1.01, 0.33, 0.44, 0.31, 0.24, 0.25, 0.26, 0.23, 0.23, 0.40, 0.31, 0.40, 0.34, 0.24, 0.38, 0.28],
  "gap_ev": 8.26,
  "max_force_ev_per_a": 4.6,
  "e_homo_ha": -0.205,
  "charge": -1,
  "lumo_ha": 0.09814
}